# 1
135
Properties=species:S:1:pos:R:3:lowdin_spin:R:1 method="wB97M-V/def2-TZVPD" s2=2.04 lumo_energy_ha="-0.29569 / -0.31974" spin_multiplicity=3 homo_ev="-13.98 / -13.98" total_charge=+3 max_force_ev_per_a=1.2 e_above_lowest_kcal_mol=11.0
C 3.610 -5.611 -0.003 -0.001
H -0.156 -2.623 5.940 0.000
C 0.078 -2.288 -3.012 0.003
H -2.192 5.103 -4.352 0.000
C 0.771 3.270 -0.290 -0.006
H 3.026 -4.765 4.039 0.000
C 1.552 -3.927 2.713 -0.001
Br -2.179 1.685 2.181 0.010
C -3.434 -6.566 0.948 -0.002
H -4.878 3.481 -1.436 0.000
N 0.022 -0.052 1.695 0.003
C 2.085 -4.402 1.413 -0.001
C -1.957 -2.872 -2.098 0.003
H 4.330 0.943 0.268 0.000
C -5.347 -1.326 0.858 0.031
C 2.632 1.318 -4.859 -0.001
H 1.943 -2.157 -3.714 0.000
H 0.915 0.395 -5.764 0.000
C 0.364 -3.199 2.651 -0.005
H 3.130 -1.397 4.636 0.000
H 0.367 -2.765 -5.080 0.000
C 2.288 2.157 -2.625 -0.001
C -3.888 3.541 -1.873 0.000
H 3.269 1.193 -5.727 0.000
C -2.548 -6.470 -0.117 0.000
H -3.051 2.137 -0.503 0.000
H -4.067 -5.713 2.814 0.000
C 3.846 3.999 2.927 0.000
C -3.614 -0.640 -0.662 0.000
C -3.119 -0.151 -1.878 -0.005
H 1.620 0.799 5.127 0.000
C 1.500 -3.716 5.111 0.000
C -0.037 1.086 3.807 -0.001
C 1.317 -4.091 0.285 0.000
C 1.179 0.546 4.171 0.009
H 1.725 2.857 0.020 0.000
C 2.847 4.014 1.961 0.000
H 1.937 4.514 5.677 0.000
C -1.559 -3.386 -4.373 0.000
H -0.828 7.801 -2.149 0.000
C 1.188 -0.602 2.124 0.008
H 4.885 3.910 2.631 0.000
H 0.580 9.508 -1.041 0.000
H -2.549 -7.222 -0.896 0.000
H 5.411 -0.553 -1.473 0.000
C -0.368 6.274 -0.716 0.000
Mo -0.623 -0.630 -0.397 1.804
C -4.982 -0.828 -0.407 -0.003
H -2.450 -3.880 2.744 0.000
H -0.519 0.716 -3.816 0.000
H 4.504 -6.211 -0.115 0.000
H 3.844 -5.422 2.115 0.000
C -2.852 2.785 -1.343 0.000
C 4.337 -0.527 -1.339 0.008
C -3.655 4.373 -2.959 -0.001
C 2.397 0.240 -0.224 0.005
C -3.038 -1.405 1.443 0.027
C 0.321 -2.980 5.036 0.000
N 1.394 -1.896 -2.910 0.004
H -1.160 -2.131 3.754 0.000
C 0.501 1.051 -3.770 -0.001
H -2.583 -2.890 -1.222 0.000
C -2.387 -3.453 -3.256 0.004
C 3.147 -0.964 3.635 -0.001
C -1.638 -5.423 -0.172 -0.002
H 2.697 2.696 -1.783 0.000
C 3.519 4.161 4.270 0.000
H -4.136 -7.389 0.995 0.000
N -0.751 -2.256 -1.956 0.010
As -0.242 -3.083 0.821 -0.014
H -2.262 -1.605 2.167 0.001
H 1.047 -4.393 -1.833 0.000
C 2.824 -5.326 -1.112 0.000
H 1.939 -3.932 6.076 0.000
C 0.968 1.697 -2.624 0.001
C 3.239 -5.160 1.255 0.000
C -4.027 0.114 -2.874 0.027
C 1.196 4.334 3.668 0.000
H 4.300 4.176 5.021 0.000
P -0.161 1.953 -1.176 -0.022
C 3.748 0.283 -0.363 0.001
C -0.248 -2.715 3.799 -0.001
H 0.163 4.499 3.958 0.000
C -2.382 4.451 -3.508 0.000
I -3.438 0.772 -4.744 0.007
C 1.826 -0.326 3.308 -0.001
C 0.332 5.936 0.442 0.000
H 1.928 0.871 0.508 0.000
C -1.345 3.698 -2.978 -0.001
H 3.928 -1.879 -2.939 0.000
H 1.789 8.940 1.037 0.000
C -5.886 -0.511 -1.450 0.021
N -2.644 -0.944 0.261 -0.001
C -5.412 -0.063 -2.647 -0.008
Cl -7.577 -0.698 -1.205 0.006
H -1.019 5.545 -1.189 0.000
H 3.097 -5.717 -2.085 0.000
O -1.781 0.017 -1.953 0.063
C 1.106 6.908 1.070 0.000
N 1.554 -0.554 -0.955 0.011
H -1.876 -3.791 -5.326 0.000
C 2.128 -1.232 -1.960 0.011
H -0.573 1.759 4.460 0.000
H 3.943 -0.217 3.614 0.000
H 1.643 6.680 1.982 0.000
C 0.508 8.511 -0.627 0.000
H 3.397 -1.755 2.927 0.000
C 3.520 -1.265 -2.146 -0.001
H -4.619 -1.990 2.760 -0.001
H -6.393 -1.484 1.091 0.002
H 1.643 -1.320 1.461 0.001
C 1.504 4.158 2.320 0.000
C -0.580 0.790 2.569 0.009
C 1.319 0.868 -4.876 0.000
P 0.090 4.262 1.151 0.000
H 4.123 2.349 -3.710 0.000
C 3.110 1.964 -3.729 0.001
C -0.276 7.551 -1.251 0.000
C 2.194 4.346 4.637 0.000
C 2.116 -4.184 3.958 0.000
C -2.490 -4.575 1.917 -0.001
H -0.926 -5.387 -0.985 0.000
H -4.462 4.962 -3.375 0.000
C -3.399 -5.623 1.966 0.000
C 1.187 8.190 0.538 0.000
C -1.618 -4.466 0.839 -0.004
H 0.977 3.982 -1.092 -0.001
C 1.672 -4.563 -0.970 0.000
C -1.573 2.857 -1.886 -0.003
H 3.138 3.971 0.916 0.000
C -0.319 -2.811 -4.244 0.002
C -4.372 -1.609 1.779 -0.003
H -6.113 0.167 -3.439 -0.001
H -0.359 3.777 -3.420 0.000
H -3.354 -3.935 -3.287 0.000

=====

# 2
73
Properties=species:S:1:pos:R:3:lowdin_spin:R:1 method="wB97M-V/def2-TZVPD" s2=8.82 lumo_energy_ha="0.05630 / 0.01364" spin_multiplicity=6 homo_ev="-2.79 / -4.64" total_charge=-1 max_force_ev_per_a=1.9 e_above_lowest_kcal_mol=34.1
H 1.033 1.520 4.367 0.000
H -0.773 0.380 -2.834 -0.001
S -0.458 1.925 0.501 0.060
C 4.439 1.178 -0.590 0.070
H -6.015 2.072 1.125 0.002
C 1.339 -4.446 -4.312 0.001
N -1.999 -0.025 2.944 0.006
S -0.311 -1.763 1.865 0.054
H -0.082 -0.168 6.654 0.000
C 0.684 0.485 6.233 0.000
C 3.580 -4.653 -2.157 0.006
C -6.737 1.757 3.122 0.000
H -2.418 -0.118 2.014 0.002
C 0.268 0.863 4.811 0.001
N 0.129 -0.319 3.991 0.012
S -3.572 4.319 0.961 0.175
H 4.000 -5.539 -2.624 0.001
H 0.714 1.402 6.823 0.000
N 5.059 1.965 -4.079 0.049
C -2.859 0.226 4.015 0.002
H -0.224 -6.042 -1.887 0.000
C -0.754 -0.578 3.013 0.013
C 4.415 0.759 1.764 0.112
H 2.036 -1.178 5.840 0.000
C 5.061 1.564 -1.816 -0.012
H 0.189 1.018 -5.033 0.009
C 5.103 1.154 0.627 0.019
C 0.818 0.984 -4.159 0.105
S -1.968 0.811 -0.198 0.304
C 0.281 0.623 -2.928 -0.003
H 4.094 -3.787 -2.562 0.000
C 2.168 1.286 -4.227 0.011
H 1.228 -6.985 -2.180 0.000
H -3.814 1.197 1.555 0.007
H 2.805 0.410 5.785 0.000
C -4.184 0.753 3.646 0.001
C 2.938 1.259 -3.072 0.071
Si 1.693 -4.513 -2.434 0.017
C 3.052 0.828 -0.631 0.131
H -4.883 0.466 5.641 0.000
H -7.723 2.153 2.918 0.000
C 0.849 -6.074 -1.724 0.001
C 2.053 -0.190 6.296 0.000
H 6.139 1.453 0.664 -0.002
H 2.357 -0.302 7.335 0.000
H 0.274 -4.383 -4.511 0.000
C 3.076 0.407 1.645 0.007
H 1.716 -5.335 -4.811 0.000
H 4.896 0.745 2.729 0.010
Ru 0.316 -0.308 -0.023 2.256
C 4.324 1.593 -3.041 -0.011
C 0.783 -2.023 -0.901 -0.026
H 1.017 -6.140 -0.654 0.000
H 3.801 -4.699 -1.095 0.000
N 6.328 1.925 -1.964 0.045
Sb -1.705 3.595 2.145 0.052
C -5.152 0.814 4.655 0.000
H -0.682 1.400 4.829 0.000
C -5.787 1.707 2.115 0.004
C 1.114 -3.003 -1.549 0.096
C -4.523 1.207 2.369 0.007
C -6.414 1.308 4.395 0.000
N 0.997 0.558 -1.825 0.129
N 2.404 0.449 0.512 0.217
S -0.325 5.445 1.799 0.786
S 6.578 2.271 -3.546 0.085
O -2.516 0.016 5.167 0.002
H 1.813 -3.583 -4.772 0.000
H 2.518 0.098 2.520 -0.002
C 2.321 0.882 -1.840 0.118
H -7.151 1.353 5.186 0.000
H 0.957 -0.897 3.914 0.001
H 2.638 1.561 -5.157 -0.002

=====

# 3
52
Properties=species:S:1:pos:R:3:mulliken_charge:R:1 method="wB97M-V/def2-TZVPD" lumo_energy_ha=0.01549 homo_ev=-8.70 smiles="O=C(CCC(=O)N(CC(=O)NC1CCCC1)Cc1cccs1)Nc1nccs1" max_force_ev_per_a=1.1 e_above_lowest_kcal_mol=0.0
H 3.556 -1.267 2.682 0.494
C -1.802 2.436 0.770 -1.279
C 1.121 0.836 1.838 0.815
H -2.437 -1.733 0.904 0.324
H 2.756 1.211 -2.532 0.477
C 1.527 -1.578 2.037 -0.875
C 5.816 -0.792 0.045 -0.109
C -3.489 -3.060 -0.445 -0.843
C 0.506 2.193 1.675 -1.060
C 3.535 -0.648 -0.755 0.168
H -5.306 -0.342 -1.096 0.400
O 0.224 -0.673 -1.988 -0.574
H 5.957 1.345 -0.273 0.412
O -2.929 0.550 1.759 -0.654
H -3.416 -3.854 0.296 0.378
H 1.059 1.507 -3.035 0.521
H -3.063 -0.826 -1.927 0.484
H -1.507 -2.118 -0.562 0.122
H -0.096 2.409 2.563 0.277
H -2.227 3.072 -0.011 0.438
H 6.773 -1.085 0.425 0.481
H -1.970 2.892 1.746 0.459
C 5.382 0.438 -0.316 -0.860
C -3.164 -0.726 -0.844 -0.328
H -5.459 -2.699 0.427 0.313
C 1.525 2.182 -1.048 -0.202
H -4.747 -0.487 0.577 0.321
H 3.132 1.293 2.456 0.457
S 4.569 -1.962 -0.185 -0.138
C -2.503 -1.928 -0.166 -0.234
H -5.443 -2.692 -1.331 0.282
H 1.421 -2.645 2.037 0.529
C 2.388 0.544 2.245 -0.911
N -0.371 2.322 0.528 0.147
N 2.258 -0.942 -1.129 0.156
H 1.895 3.163 -1.354 0.332
S 0.187 -0.598 1.591 0.257
O -0.760 2.433 -1.676 -0.766
H 1.939 -1.878 -0.902 0.325
C 2.620 -0.843 2.366 -0.502
H -3.281 -3.495 -1.424 0.330
C -2.506 1.063 0.741 0.453
N -2.591 0.558 -0.496 0.146
C -4.881 -2.397 -0.445 -0.630
C 1.309 -0.181 -1.794 0.139
H 2.099 1.840 -0.193 0.137
C 1.714 1.203 -2.217 -0.977
C -4.633 -0.882 -0.432 -0.874
C 0.040 2.317 -0.761 0.638
H 1.304 2.944 1.627 0.376
H -2.132 1.072 -1.238 0.426
N 4.103 0.505 -0.760 -0.199

=====

# 4
39
Properties=species:S:1:pos:R:3:mulliken_charge:R:1 method="wB97M-V/def2-TZVPD" lumo_energy_ha=-0.44692 homo_ev=-15.52 total_charge=+2 max_force_ev_per_a=3.0 e_above_lowest_kcal_mol=4.3
C -21.461 -17.963 18.502 -1.002
H -25.544 -23.962 24.379 0.381
H -18.998 -19.976 19.919 0.294
O -21.395 -20.209 19.221 -0.546
H -18.568 -26.173 19.062 0.361
H -24.132 -27.276 19.737 0.307
C -24.979 -23.129 22.542 0.614
H -26.151 -27.431 18.427 0.410
H -21.985 -17.435 19.299 0.306
H -27.045 -23.552 22.016 0.302
C -25.895 -26.435 18.816 -1.169
H -21.945 -27.328 20.920 0.183
H -20.691 -17.279 18.139 0.346
H -22.108 -18.272 17.689 0.326
H -18.852 -27.436 20.308 0.363
O -24.158 -23.142 21.639 -0.471
H -26.409 -21.995 21.467 0.326
H -19.384 -18.325 20.485 0.310
H -19.805 -27.459 18.844 0.306
C -20.772 -19.163 19.101 0.616
In -22.577 -22.713 19.338 1.274
C -19.389 -18.998 19.629 -1.024
C -19.305 -26.791 19.561 -1.102
C -24.629 -23.562 23.944 -1.003
H -21.760 -25.750 21.776 0.200
H -24.272 -22.707 24.518 0.317
H -26.827 -22.195 23.140 0.392
C -20.461 -25.988 20.076 0.793
H -23.874 -24.345 23.928 0.293
O -23.884 -25.328 19.418 -0.070
H -18.684 -18.697 18.852 0.359
C -21.253 -26.549 21.237 -0.966
H -26.440 -26.370 19.754 0.331
C -24.382 -26.454 19.000 -0.090
H -20.561 -27.034 21.927 0.458
O -20.800 -24.952 19.537 -0.415
C -26.397 -22.718 22.285 -1.090
H -23.767 -26.775 18.121 0.432
H -26.229 -25.768 18.025 0.348